The following is a DFT calculation (the ωB97M-V functional and the def2-TZVPD basis) of 2 unconnected molecules or ions with the total composition C6H16O at a distorted geometry.

Its charge is +1. The value obtained for the HOMO-LUMO gap (spin up / spin down) is 11.1 / 4.0 eV. As for the strongest force on any atom: 1.911 eV/Å. As for the spin multiplicity: 2. The calculation puts the relative energy (zero: lowest compared OMol25 entry of this formula, charge and spin) at 10.3 kcal per mole. The total energy is -313.0515 Ha.

Structure (XYZ):
```
23
Properties=species:S:1:pos:R:3:nbo_charge:R:1
C 0.802 -3.956 0.156 -0.601
C 1.283 -2.563 -0.240 -0.404
C 0.233 -1.479 -0.171 -0.419
C 0.615 -0.125 0.265 -0.073
C 1.295 0.648 -1.041 -0.415
C -0.580 0.806 0.606 -0.595
H 0.025 -4.321 -0.510 0.222
H 1.641 -4.622 0.160 0.241
H 0.340 -4.020 1.126 0.217
H 1.501 -2.615 -1.311 0.244
H 2.101 -2.238 0.409 0.219
H -0.572 -1.736 0.562 0.361
H -0.370 -1.381 -1.084 0.260
H 1.443 -0.198 0.973 0.250
H 2.025 0.006 -1.505 0.250
H 1.636 1.605 -0.634 0.262
H 0.520 0.840 -1.767 0.228
H -0.944 0.534 1.594 0.274
H -0.244 1.836 0.710 0.250
H -1.309 0.679 -0.158 0.230
H -2.483 6.045 -0.153 0.470
H -3.859 5.418 0.041 0.472
O -2.994 5.511 0.459 -0.942
```